i) Computed, not measured: a 2-piece molecular cluster, C3H7NOS2 overall, with ωB97M-V/def2-TZVPD.

XYZ file:
```
14
Properties=species:S:1:pos:R:3:lowdin_charge:R:1
C 0.76993 -0.64386 -0.26267 -0.526
C -2.24518 -0.49772 -0.09391 -0.157
C -1.18612 0.50178 -0.16168 -0.123
N 1.74780 0.16714 -0.01766 -0.817
O 0.60852 -1.80700 -0.39910 0.063
S 1.73839 1.84180 -0.24441 0.794
S 3.38086 -0.55188 -0.14698 0.711
H -2.02713 -1.21131 0.79650 0.124
H -2.37921 -0.82833 -1.10356 0.076
H -3.01608 0.14936 0.12892 0.041
H -0.89691 1.10829 0.64750 0.022
H -1.15199 1.03886 -1.06271 0.035
H 1.43996 2.14801 0.96104 -0.155
H 3.21718 -1.41516 0.95872 -0.087
```

Calculated values
Charge   0


ii) Computed, not measured: an isolated molecule of C3H7NOS2, with ωB97M-V/def2-TZVPD.

XYZ file:
```
14
Properties=species:S:1:pos:R:3:lowdin_charge:R:1
C -0.07408 -0.05470 -0.82337 -0.258
C -0.48125 0.76747 0.40378 -0.390
C 0.40087 -1.45282 -0.43814 -0.412
N 0.67472 1.17131 1.12798 -0.493
O 3.03968 -1.12427 -0.47239 -0.562
S 0.59778 1.35842 2.73260 0.759
S 1.97732 -1.41346 0.50146 0.874
H -0.93776 -0.14295 -1.48789 0.110
H 0.72358 0.47161 -1.35685 0.112
H -0.98833 1.67781 0.04782 0.120
H -1.21083 0.20551 1.00579 0.103
H -0.32844 -1.94765 0.20228 0.077
H 0.58408 -2.05129 -1.32864 0.080
H 1.84968 1.83733 2.83638 -0.119
```

Calculated values
Charge   0


Need the numbers? Relative energies in kcal/mol: i) 28.2; ii) 0.0.